Entry 1:
ORCA calculation (ωB97M-V with the def2-TZVPD basis set) on a molecular structure, C51H72BrN2OP2Ti at a distorted geometry.

Geometry as XYZ:
```
130
Properties=species:S:1:pos:R:3:lowdin_charge:R:1
Ti -0.3099 -0.0848 -0.6318 0.91
C -1.6140 -2.3026 -0.7043 -0.06
C -0.6219 -3.2598 -0.8340 -0.07
C 0.2033 -2.8676 -1.9894 -0.08
C -0.3376 -1.6705 -2.4853 -0.13
C -1.6128 -1.3544 -1.8222 -0.29
C -2.8856 -1.5164 -2.7210 -0.49
C -4.1602 -1.6065 -1.8780 -0.02
C -3.0633 -0.4322 -3.7820 -0.03
C -2.7324 -2.8599 -3.4632 -0.01
C 1.2927 -3.5713 -2.7791 -0.51
C 0.5665 -4.4310 -3.8416 0.01
C 2.1809 -2.5690 -3.5362 -0.03
C 2.2542 -4.4663 -1.9934 -0.04
C -0.6565 -4.5169 0.0245 -0.49
C -0.9134 -5.7364 -0.8766 -0.01
C -1.8425 -4.4858 1.0063 -0.03
C 0.6144 -4.7179 0.8679 -0.01
H -2.4512 -2.3696 -0.0291 0.12
H -0.1141 -1.3108 -3.4824 0.12
H -4.2398 -0.7864 -1.1764 0.05
H -4.2097 -2.5474 -1.3388 0.09
H -5.0246 -1.5702 -2.5346 0.11
H -2.2146 -0.3855 -4.4592 0.08
H -3.9346 -0.6774 -4.3856 0.11
H -3.2367 0.5415 -3.3319 0.06
H -2.4045 -3.6481 -2.7908 0.08
H -2.0265 -2.7865 -4.2860 0.09
H -3.6971 -3.1477 -3.8731 0.11
H 0.0900 -3.8049 -4.5915 0.09
H -0.1846 -5.0780 -3.4029 0.08
H 1.3019 -5.0563 -4.3401 0.11
H 1.6416 -1.9984 -4.2858 0.09
H 2.9525 -3.1261 -4.0604 0.11
H 2.6727 -1.8867 -2.8445 0.05
H 1.7597 -5.3018 -1.5170 0.07
H 2.8126 -3.8907 -1.2581 0.06
H 2.9799 -4.8830 -2.6866 0.11
H -1.7848 -5.5691 -1.5048 0.09
H -1.1242 -6.5972 -0.2497 0.11
H -0.0705 -5.9887 -1.5055 0.07
H -2.7934 -4.4781 0.4781 0.10
H -1.8004 -3.6397 1.6925 0.07
H -1.8105 -5.3927 1.6043 0.11
H 1.5149 -4.4059 0.3550 0.05
H 0.7168 -5.7689 1.1232 0.11
H 0.5361 -4.1633 1.8001 0.07
C -1.7267 -1.9560 4.7411 -0.01
C -0.7453 -1.7823 3.6397 -0.22
C 0.5898 -2.1618 3.8152 0.04
C 1.4765 -2.0362 2.7609 -0.05
C 0.9897 -1.5205 1.5739 -0.66
Br 2.0971 -1.3899 0.0432 1.09
N -0.2604 -1.1056 1.3732 -0.07
C -1.1083 -1.2506 2.4022 -0.07
H -1.4857 -2.8465 5.3165 0.10
H -2.7490 -2.0331 4.3793 0.09
H -1.6679 -1.1099 5.4273 0.11
H 0.9130 -2.5739 4.7604 0.15
H 2.5052 -2.3491 2.8367 0.13
H -2.1353 -0.9457 2.2282 0.12
O 1.1614 1.0542 1.9742 -0.13
N 0.0750 1.7166 1.4278 -0.06
C -0.2945 2.7834 2.0248 -0.10
C -1.2994 3.6865 1.5332 -0.21
C -1.6008 4.8139 2.3121 0.01
C -2.5210 5.7531 1.8870 -0.02
C -3.1855 5.5644 0.6851 -0.01
C -2.9125 4.4461 -0.0861 -0.08
C -1.9415 3.5239 0.2942 -0.27
P -1.6669 2.1370 -0.8889 1.10
C -3.4186 1.6181 -0.7673 -0.38
C -4.4505 2.0283 -1.6035 -0.08
C -5.7606 1.7368 -1.2493 -0.03
C -6.0406 1.0395 -0.0843 -0.04
C -5.0093 0.6344 0.7537 -0.06
C -3.7025 0.9321 0.4154 -0.13
C -1.4607 2.9105 -2.5347 -0.36
C -1.1848 1.9893 -3.5455 -0.16
C -1.1684 2.3725 -4.8729 -0.05
C -1.3565 3.7072 -5.1991 -0.03
C -1.5160 4.6467 -4.1915 -0.03
C -1.5850 4.2600 -2.8607 -0.07
H 1.5368 1.5454 2.7322 0.13
H 0.1832 3.0793 2.9646 0.15
H -1.0977 4.9575 3.2577 0.13
H -2.7300 6.6231 2.4898 0.13
H -3.9119 6.2850 0.3418 0.13
H -3.4720 4.2930 -0.9952 0.10
H -4.2403 2.5773 -2.5126 0.12
H -6.5681 2.0698 -1.8804 0.12
H -7.0641 0.8317 0.1839 0.12
H -5.2321 0.1015 1.6644 0.12
H -2.8687 0.6767 1.0752 0.08
H -0.9814 0.9619 -3.2546 0.06
H -1.0173 1.6413 -5.6514 0.12
H -1.3492 4.0150 -6.2324 0.12
H -1.6031 5.6936 -4.4387 0.12
H -1.7166 5.0121 -2.0962 0.10
C 1.2956 4.6186 -0.7316 -0.09
C 2.5063 3.7797 -0.3242 -0.50
C 2.7984 3.9449 1.1634 -0.08
P 2.3217 1.9777 -0.8822 1.09
C 4.1352 1.4549 -0.6062 -0.50
C 4.7194 0.4631 -1.6068 -0.11
C 4.3707 0.9224 0.8205 -0.15
C 2.1700 2.3117 -2.7310 -0.54
C 1.9583 0.9824 -3.4510 -0.13
C 3.2756 3.1377 -3.3840 -0.07
H 1.2703 5.5397 -0.1517 0.10
H 0.3644 4.0764 -0.5501 0.03
H 1.3340 4.8957 -1.7820 0.08
H 3.3861 4.1419 -0.8692 0.11
H 3.1739 4.9495 1.3436 0.10
H 1.8929 3.8284 1.7511 0.05
H 3.5515 3.2463 1.5119 0.06
H 4.6779 2.4004 -0.7210 0.11
H 4.1578 -0.4689 -1.6430 0.03
H 5.7305 0.2242 -1.2823 0.10
H 4.7941 0.8705 -2.6085 0.06
H 4.7170 -0.1083 0.7874 0.06
H 3.4686 0.9481 1.4288 0.02
H 5.1417 1.4986 1.3260 0.09
H 1.2296 2.8759 -2.8067 0.07
H 2.9023 0.4869 -3.6566 0.07
H 1.4531 1.1418 -4.4020 0.09
H 1.3393 0.3196 -2.8140 0.01
H 4.2657 2.7503 -3.1651 0.07
H 3.2404 4.1781 -3.0710 0.08
H 3.1388 3.1168 -4.4650 0.10
```

Output
Total charge: +3
E in eV: -170792.123
HOMO level (spin up / spin down) in eV: -16.06 / -16.06
Gap between HOMO and LUMO (spin up / spin down) in eV: 6.21 / 6.20

Entry 2:
ORCA calculation (ωB97M-V with the def2-TZVPD basis set) on a molecular structure, C51H73BiN9O3PSe.

Geometry as XYZ:
```
139
Properties=species:S:1:pos:R:3:lowdin_charge:R:1
Bi 0.2519 -0.4831 0.2019 1.89
N -1.4436 0.6145 -1.2997 -0.02
C -1.6121 -0.1433 -2.5148 -0.26
C -2.2002 0.3646 -3.6398 0.03
C -2.3794 -0.4398 -4.7857 -0.01
C -1.9965 -1.7500 -4.7739 0.02
C -1.3812 -2.3025 -3.6241 -0.12
C -0.9941 -3.6571 -3.5382 0.06
C -0.4223 -4.1328 -2.3874 0.01
C -0.1831 -3.2444 -1.3356 -0.11
N -0.5152 -1.9643 -1.3909 -0.04
C -1.1554 -1.4789 -2.5011 -0.17
H -2.3190 0.6026 -0.7734 0.07
H -1.2259 1.6093 -1.4944 0.03
H -2.5453 1.3916 -3.6465 0.13
H -2.8482 -0.0156 -5.6627 0.13
H -2.1635 -2.3832 -5.6357 0.14
H -1.1630 -4.3123 -4.3843 0.15
H -0.1330 -5.1689 -2.2853 0.13
H 0.2915 -3.5824 -0.4245 0.10
O 6.2560 -4.3835 -0.3113 -0.03
C 5.4314 -4.5455 0.8103 -0.19
C 4.2506 -3.6312 0.6673 -0.12
C 3.2625 -3.5723 1.6489 0.04
C 2.1978 -2.7206 1.4744 -0.11
N 2.0724 -1.9430 0.3845 -0.08
C 3.0257 -1.9723 -0.5662 -0.18
C 4.1194 -2.8108 -0.4492 0.09
C 2.8386 -1.0516 -1.7172 -0.18
C 3.7049 -1.0442 -2.7960 0.09
C 3.5024 -0.1529 -3.8445 -0.12
C 4.4365 -0.1231 -5.0186 -0.19
O 5.4395 -1.0797 -4.8088 -0.03
C 2.4101 0.7062 -3.7663 0.03
C 1.5863 0.6406 -2.6658 -0.14
N 1.7873 -0.2138 -1.6510 -0.05
H 7.0294 -4.9576 -0.2433 0.12
H 5.9468 -4.2994 1.7468 0.15
H 5.0578 -5.5728 0.9067 0.15
H 3.3235 -4.1807 2.5420 0.14
H 1.4019 -2.6473 2.2040 0.09
H 4.8939 -2.8429 -1.1993 0.13
H 4.5495 -1.7131 -2.8516 0.13
H 4.8406 0.8922 -5.1108 0.15
H 3.8544 -0.3238 -5.9270 0.15
H 6.0584 -1.0819 -5.5476 0.12
H 2.1982 1.4196 -4.5524 0.14
H 0.7253 1.2935 -2.5932 0.06
N 1.8421 6.6217 3.8719 0.24
C 1.0943 5.9841 2.6979 -0.24
C 1.7166 4.6389 2.3635 -0.13
C 1.4477 3.5363 3.3900 -0.38
N 1.7150 2.2370 2.7364 0.04
C 0.0133 3.5933 3.9434 -0.10
C -0.9454 4.4767 3.1499 -0.37
N -1.1607 3.9225 1.8071 0.08
C -0.4061 5.9069 3.0324 -0.08
H 2.8390 6.7267 3.6636 0.18
H 1.7591 6.0584 4.7220 0.17
H 1.4717 7.5527 4.0835 0.18
H 1.2712 6.6708 1.8714 0.15
H 2.7913 4.7510 2.1881 0.13
H 1.2604 4.3345 1.4209 0.06
H 2.1373 3.6644 4.2361 0.14
H 1.7933 1.5307 3.4628 0.08
H 2.6340 2.2760 2.3039 0.08
H 0.0233 3.9576 4.9748 0.13
H -0.3880 2.5772 3.9944 0.10
H -1.8802 4.5359 3.7170 0.15
H -1.9061 4.4336 1.3410 0.08
H -1.4786 2.9633 1.8942 0.07
H -0.6148 6.4342 3.9679 0.13
H -0.9664 6.4384 2.2625 0.12
Se 1.0138 3.9460 -1.4548 1.12
N -0.6776 3.4406 -1.7533 -0.26
C -1.4434 4.4784 -1.4796 -0.39
C -2.8734 4.4987 -1.5837 -0.03
C -3.5315 5.6344 -1.2576 -0.04
C -2.8385 6.8207 -0.8190 -0.04
C -1.4928 6.8531 -0.7033 -0.02
C -0.7452 5.6696 -1.0219 -0.40
N 0.5623 5.5702 -0.9188 -0.21
H -3.3991 3.6243 -1.9447 0.11
H -4.6092 5.6753 -1.3451 0.12
H -3.4222 7.7058 -0.6046 0.12
H -0.9624 7.7504 -0.4142 0.12
O -0.7899 -1.9957 1.4210 -0.63
P -1.9497 -2.5831 2.2911 0.92
C -2.2535 -4.2204 1.5447 -0.33
C -1.0791 -5.1970 1.7459 -0.18
C -1.1832 -6.0223 3.0283 -0.18
C -2.5307 -6.7314 3.1339 -0.17
C -3.7022 -5.7603 3.0190 -0.18
C -3.6078 -4.9246 1.7478 -0.16
C -1.2202 -2.5862 3.9639 -0.33
C -0.6900 -1.1902 4.3470 -0.19
C -1.7386 -0.3145 5.0289 -0.19
C -2.2926 -1.0003 6.2734 -0.18
C -2.9030 -2.3527 5.9257 -0.17
C -1.9266 -3.2460 5.1657 -0.16
C -3.3846 -1.5136 2.0013 -0.34
C -3.7644 -1.5428 0.5086 -0.20
C -4.7340 -0.3999 0.1899 -0.18
C -5.7919 -0.2197 1.2987 -0.17
C -5.9306 -1.4890 2.1310 -0.17
C -4.6291 -1.7637 2.8915 -0.18
H -2.2315 -3.8884 0.4966 0.10
H -0.1208 -4.6643 1.7088 0.08
H -1.0867 -5.8832 0.8926 0.13
H -1.0290 -5.3851 3.9030 0.09
H -0.3767 -6.7572 3.0413 0.12
H -2.5889 -7.2799 4.0740 0.13
H -2.6062 -7.4760 2.3355 0.13
H -3.7584 -5.1153 3.9007 0.09
H -4.6396 -6.3170 2.9988 0.13
H -4.4329 -4.2140 1.6889 0.09
H -3.7276 -5.5942 0.8903 0.14
H -0.3500 -3.2164 3.7270 0.11
H -0.2625 -0.6814 3.4762 0.07
H 0.1339 -1.3501 5.0494 0.13
H -2.5571 -0.0842 4.3360 0.10
H -1.2811 0.6400 5.3042 0.10
H -3.0349 -0.3650 6.7569 0.12
H -1.4806 -1.1386 6.9941 0.13
H -3.8153 -2.2088 5.3491 0.09
H -3.2019 -2.8712 6.8372 0.13
H -2.4120 -4.1745 4.8729 0.08
H -1.1232 -3.5318 5.8519 0.14
H -2.9907 -0.5096 2.2200 0.12
H -4.2478 -2.4943 0.2809 0.12
H -2.8793 -1.4997 -0.1352 0.07
H -5.2138 -0.6017 -0.7688 0.12
H -4.1893 0.5470 0.0757 0.09
H -6.7473 0.0643 0.8612 0.12
H -5.5014 0.6002 1.9621 0.12
H -6.1927 -2.3347 1.4896 0.12
H -6.7447 -1.3903 2.8479 0.13
H -4.6379 -2.7798 3.2923 0.10
H -4.5793 -1.0942 3.7491 0.10
```

Output
Total charge: +4
E in eV: -154070.826
HOMO level in eV: -17.11
Gap between HOMO and LUMO in eV: 7.42